[1]
The following is a DFT calculation (ωB97M-V/def2-TZVPD) of a 8-piece molecular cluster, C5H25NO9 overall at a distorted geometry.

Cartesian coordinates (Å):
O -0.585872 2.092968 1.820236
C -0.253795 0.999978 2.146898
O 0.455315 0.737989 3.295838
C -0.394951 -0.333129 1.395370
C -1.578792 -1.169612 1.873922
C -1.945369 -2.279791 0.889531
C -0.669821 -3.130317 0.664825
N -0.497901 0.189661 -0.026025
H 0.192162 1.390983 3.964062
H 0.681801 -0.630119 1.350493
H -1.306450 -1.723784 2.776315
H -2.426613 -0.554410 2.188834
H -2.742347 -2.879317 1.329811
H -2.332782 -1.880730 -0.055886
H 0.131936 -2.757478 1.295248
H -0.248842 -2.773302 -0.289208
H -0.841064 -4.187431 0.538972
H -0.735473 -0.699065 -0.488783
H -1.233278 0.911908 -0.001229
H 2.275515 -2.413067 0.846883
H 2.801749 -1.211223 -0.053973
O 2.094706 -1.848982 0.091378
H 2.598863 1.717269 -1.120500
H 1.521062 0.565651 -0.748462
O 2.286950 0.805765 -1.265825
H 4.183189 0.206048 2.141248
H 2.682200 0.021322 2.624415
O 3.510763 -0.418452 2.420998
H -1.810488 2.665476 -3.141975
H -3.161835 2.276389 -2.924639
O -2.338664 1.853381 -3.218822
H 0.818924 2.915939 -0.645905
H 1.538418 3.265981 -1.861057
O 1.644217 3.353564 -0.883003
H 0.068999 1.732022 -3.517035
H 1.489802 2.062844 -3.165104
O 0.595341 2.429200 -3.108333
H -1.432673 -0.741947 -2.529939
H -2.820338 -0.044533 -2.592211
O -2.214564 -0.517649 -2.017360

Cartesian forces (eV/Å) of the 2 atoms listed first:
-0.7 0.0 -0.6
1.2 -0.9 2.1

energy relative to the best compared isomer or geometry (same formula, charge and spin): 1.717 eV
LUMO level (spin up / spin down): -2.903 / -8.880 eV
expectation value of S²: 0.75
multiplicity: 2
net charge: +1

[2]
The following is a DFT calculation (ωB97M-V/def2-TZVPD) of a 9-piece molecular cluster, C5H25O10 overall at a distorted geometry.

Cartesian coordinates (Å):
O 7.078176 -16.269725 15.305387
H 6.081941 -16.358441 15.154404
H 7.564187 -16.096065 14.425237
H 7.453671 -16.990015 15.861480
C 8.825982 -15.338742 10.706306
C 8.153436 -16.170337 11.802677
C 8.891214 -17.499541 11.950070
O 8.108308 -15.461230 12.986643
H 8.940121 -15.736790 9.688767
H 9.898543 -15.297690 10.974274
H 8.576078 -14.283455 10.589834
H 7.168884 -16.489537 11.414898
H 9.946225 -17.306465 12.184380
H 8.906015 -18.030892 10.993391
H 8.503934 -18.090304 12.779262
C 2.268464 -16.922026 15.144733
C 3.728902 -16.737384 15.535897
O 4.051734 -16.699198 16.743926
O 4.581266 -16.687938 14.583889
H 2.116023 -18.002297 15.103806
H 2.058003 -16.511915 14.156381
H 1.553422 -16.453671 15.818123
O 8.074846 -18.494011 16.454254
H 8.680611 -18.898499 17.082039
H 7.511325 -19.213746 16.143298
O 10.665842 -15.960896 14.333693
H 9.922256 -15.618160 13.782181
H 11.384984 -16.105046 13.713337
O 5.304835 -14.814796 12.542990
H 6.270362 -14.777983 12.691938
H 4.953431 -15.241132 13.346924
O 4.189656 -13.852139 17.063177
H 4.171849 -13.338046 16.249549
H 4.231453 -14.784881 16.767334
O 9.587085 -15.590341 16.739764
H 9.776425 -14.671230 16.944330
H 9.981349 -15.727028 15.850865
O 7.860507 -13.043199 15.293593
H 8.075011 -13.498063 14.462357
H 8.450730 -12.283844 15.320805

Cartesian forces (eV/Å) of the 2 atoms listed first:
0.2 0.2 0.3
-0.8 -0.5 -0.3

energy relative to the best compared isomer or geometry (same formula, charge and spin): 1.024 eV
LUMO level: 2.551 eV
net charge: -1

[3]
The following is a DFT calculation (ωB97M-V/def2-TZVPD) of a 8-piece molecular cluster, C5H26N10O8 overall at a distorted geometry.

Cartesian coordinates (Å):
N -5.426900 -10.837397 3.290804
C -5.296681 -9.451617 3.304772
N -5.480668 -8.876639 4.562523
O -5.154513 -8.841899 2.312490
H -5.085908 -11.184660 2.456803
H -5.029294 -11.276203 4.104633
H -5.567953 -7.872973 4.537947
H -5.745076 -9.419947 5.367069
N -5.744495 -14.182654 11.657570
C -6.418162 -13.148847 11.070612
N -5.999240 -12.941456 9.733574
O -7.225746 -12.528120 11.703589
H -6.249559 -14.744499 12.324268
H -4.936189 -14.569577 11.211001
H -5.763895 -13.814072 9.206275
H -6.527324 -12.285077 9.210224
N -11.239397 -13.142604 8.340543
C -10.586829 -12.014532 8.842596
N -9.779227 -12.239189 9.873591
O -10.904358 -10.908175 8.386992
H -11.095973 -14.035021 8.688147
H -11.823124 -12.908429 7.591201
H -9.390667 -11.423854 10.305082
H -9.441630 -13.181964 9.926915
N -8.433805 -10.947249 3.780384
C -8.502411 -10.608636 5.096781
N -9.568062 -10.004353 5.568849
O -7.630219 -10.922931 5.909656
H -7.542228 -11.307610 3.438410
H -9.243522 -10.762241 3.219289
H -9.783666 -10.294440 6.495687
H -10.224231 -9.507622 5.025851
N -7.794771 -13.477366 6.749896
C -7.976416 -14.620963 7.475136
N -7.542698 -15.770623 6.832128
O -8.526883 -14.696743 8.543930
H -8.122601 -12.621701 7.119466
H -7.224063 -13.559371 5.959290
H -7.472732 -16.603517 7.355841
H -7.452772 -15.839028 5.872117
O -8.847461 -8.538912 9.423201
H -8.568778 -8.566236 10.339993
H -9.716742 -9.034269 9.253157
O -4.677814 -11.942110 6.015738
H -5.379143 -11.603475 6.593270
H -3.834963 -11.879004 6.538538
O -6.665190 -10.236497 8.334720
H -7.294875 -10.198100 7.652652
H -7.145812 -9.715403 9.040221

Cartesian forces (eV/Å) of the 2 atoms listed first:
-0.5 0.6 1.9
-1.3 -1.3 3.5

energy relative to the best compared isomer or geometry (same formula, charge and spin): 0.592 eV
LUMO level: 0.378 eV
SMILES: NC(N)=O.NC(N)=O.NC(N)=O.NC(N)=O.NC(N)=O.O.O.O
net charge: 0

[4]
The following is a DFT calculation (ωB97M-V/def2-TZVPD) of a 7-piece molecular cluster, C5H26N2O7 overall at a distorted geometry.

Cartesian coordinates (Å):
C 1.353434 1.093638 1.920647
N 1.033928 -0.145345 1.212780
C -0.322854 -0.160797 0.597748
C -1.489383 0.218726 1.534723
O -2.075585 1.483463 1.161862
C -0.538809 -1.556262 -0.003433
C -1.708057 -1.627838 -0.981245
N -1.489752 -0.981150 -2.269478
H 2.320174 1.004778 2.418669
H 1.413173 1.908537 1.199188
H 0.631719 1.397225 2.690382
H 1.154322 -0.950447 1.826491
H -0.320344 0.574343 -0.208967
H -2.278666 -0.528466 1.519536
H -1.161664 0.371186 2.562738
H -2.480522 1.446867 0.258829
H 0.377075 -1.868785 -0.501652
H -0.659452 -2.282525 0.811542
H -2.029208 -2.659053 -1.121989
H -2.581442 -1.149257 -0.505679
H -0.841395 -0.204557 -2.213024
H -1.096648 -1.614944 -2.945443
O 2.243784 0.326598 -1.422044
H 3.037546 0.895438 -1.466774
H 1.956172 0.363743 -0.480550
O -2.799944 1.548153 -1.467535
H -2.856885 0.664669 -1.890475
H -1.966406 1.890999 -1.792231
O -0.263344 3.392382 0.222547
H -0.790644 4.183592 0.138097
H -0.880462 2.719242 0.641630
O 3.069303 -2.235592 -0.147732
H 2.942788 -2.499935 -1.069144
H 2.683023 -1.348138 -0.118730
O 1.389953 -3.086950 1.841831
H 1.840795 -3.738360 2.400921
H 2.035770 -2.951712 1.108794
O 0.146714 2.050914 -2.150159
H 0.882175 1.417588 -1.955904
H 0.119635 2.638015 -1.356751

Cartesian forces (eV/Å) of the 2 atoms listed first:
0.1 0.1 0.1
-0.3 0.3 -0.1

energy relative to the best compared isomer or geometry (same formula, charge and spin): 0.070 eV
LUMO level: 0.444 eV
SMILES: CN[C@H](CO)CCN.O.O.O.O.O.O
net charge: 0

[5]
The following is a DFT calculation (ωB97M-V/def2-TZVPD) of a 9-piece molecular cluster, C5H26N2O8 overall at a distorted geometry.

Cartesian coordinates (Å):
C 1.264225 -0.595490 1.121314
N 1.882915 -0.950002 0.080064
C 1.335693 -2.058696 -0.627723
C 2.230281 -3.003483 -0.938107
C -0.076945 -2.111558 -1.063005
C -0.681123 -3.453712 -1.476891
N -1.318657 -4.264148 -0.434524
H 0.485295 -1.087282 1.718125
H 1.657989 0.178614 1.774432
H 2.126708 -4.024035 -1.274440
H 3.273768 -2.784559 -0.731307
H -0.245736 -1.485591 -1.940074
H -0.802051 -1.588105 -0.428922
H 0.078076 -4.087823 -1.935710
H -1.466929 -3.322610 -2.221509
H -0.684735 -4.492098 0.317920
H -2.164711 -3.807190 -0.129817
O 1.703031 2.009703 3.021059
H 1.745959 2.865606 2.549780
H 2.512865 1.854201 3.511642
O -1.780166 2.112678 -1.015826
H -0.933816 1.694897 -1.230135
H -2.188924 2.262520 -1.871261
O 0.033452 0.928102 -2.982308
H 0.103897 1.169164 -3.918183
H 0.961991 1.110238 -2.764166
O 2.211240 2.308736 -1.094492
H 2.363790 3.226665 -1.341243
H 3.046491 1.946322 -1.423594
O -2.750901 -0.858756 -0.671550
H -3.425048 -1.549416 -0.665911
H -3.255346 -0.121693 -0.297570
O -1.663191 2.591205 1.646509
H -1.873271 2.451326 0.701942
H -2.306132 3.235717 1.965501
O -1.526730 0.716849 3.640997
H -0.702185 0.959440 4.081275
H -1.596342 1.433718 2.979782
O 1.054531 3.871644 1.205267
H 0.167019 3.625955 1.522223
H 1.203706 3.092950 0.640440

Cartesian forces (eV/Å) of the 2 atoms listed first:
0.7 0.2 2.0
-1.2 0.2 -0.6

energy relative to the best compared isomer or geometry (same formula, charge and spin): 3.322 eV
LUMO level: 0.023 eV
SMILES: C=NC(=C)CCN.O.O.O.O.O.O.O.O
net charge: 0

[6]
The following is a DFT calculation (ωB97M-V/def2-TZVPD) of a 9-piece molecular cluster, C5H26N2O9 overall at a distorted geometry.

Cartesian coordinates (Å):
O 1.366445 1.174023 -1.713955
C 1.094623 -0.040620 -1.604029
C 0.016894 -0.638741 -2.470705
C -0.138184 -2.155724 -2.075766
C -1.610644 -2.286576 -1.507771
N -1.340915 -2.949023 2.075084
C -1.627006 -3.070744 0.737997
N -1.583336 -2.110298 -0.096624
H 1.753613 -0.790135 -1.183829
H 0.278459 -0.561959 -3.593768
H -0.974757 -0.155656 -2.444271
H -0.080310 -2.895499 -2.885366
H 0.412451 -2.401248 -1.170652
H -2.250382 -1.500864 -1.917359
H -2.048735 -3.215389 -1.921268
H -0.880861 -2.076118 2.425547
H -1.840676 -3.558559 2.657528
H -1.808916 -4.093460 0.383779
H -0.991610 1.463151 3.912357
H -1.840413 2.192459 3.048218
O -1.893841 1.358388 3.592650
H 3.271600 -0.127716 1.294142
H 2.027366 -0.809030 0.903140
O 2.980832 -0.737905 0.602731
H 4.694559 -0.957498 -1.430445
H 3.727892 0.069272 -0.940731
O 4.417431 -0.058733 -1.586772
H -1.155850 4.371495 0.058765
H -1.104245 2.985226 0.618094
O -0.967819 3.899982 0.880949
H 0.245524 2.894458 2.000964
H 1.136172 2.125133 0.974768
O 0.841015 2.133603 1.918856
H 0.656159 0.355153 1.925527
H -0.046701 -0.485061 0.892456
O 0.620067 -0.559219 1.601083
H 0.587065 4.191460 -2.038090
H 0.559303 2.687500 -1.879850
O -0.026824 3.477963 -1.766879
H -2.158630 0.709167 -0.180285
H -2.369200 0.885840 1.337853
O -1.947616 1.261502 0.565925

Cartesian forces (eV/Å) of the 2 atoms listed first:
1.1 3.0 0.3
-2.1 -2.0 -0.5

energy relative to the best compared isomer or geometry (same formula, charge and spin): 0.000 eV
LUMO level (spin up / spin down): 2.859 / 2.853 eV
expectation value of S²: 0.75
multiplicity: 2
net charge: -1